[1]
A cluster of 7 separate species, H14O7 in total, computed with the ωB97M-V functional and the def2-TZVPD basis.

Values from the calculation:
E_tot (eV): -14559.3529
Molar mass (g/mol): 126.1
Kohn-Sham gap (eV): 11.334
2S+1: 1
SMILES: O.O.O.O.O.O.O
Energy relative to the best compared isomer or geometry (same formula, charge and spin) (eV): 2.109
F_max (eV/Å): 0.4

Cartesian coordinates (Å):
O -17.2293 -16.7641 25.6274
H -16.7218 -15.9545 25.5707
H -17.2238 -16.9860 26.5585
O -17.2058 -17.9885 29.1166
H -18.0382 -17.9074 29.5823
H -16.5482 -18.0494 29.8095
O -13.3188 -20.8118 30.8446
H -12.7581 -21.5807 30.9478
H -12.7113 -20.0722 30.8286
O -19.8488 -17.3843 32.2023
H -20.7950 -17.5226 32.2449
H -19.7234 -16.4866 32.5100
O -14.3629 -20.3397 27.0338
H -14.2073 -19.4399 26.7468
H -14.4782 -20.2727 27.9817
O -22.3122 -19.7551 29.1028
H -22.1908 -20.6444 28.7701
H -21.8406 -19.2000 28.4817
O -13.7616 -14.8468 32.1214
H -13.9659 -14.0823 32.6599
H -14.4180 -14.8320 31.4248

Force components x, y, z for each atom (eV/Å):
O -0.08 -0.05 -0.23
H 0.10 0.20 -0.06
H -0.01 -0.20 0.40
O 0.10 0.13 -0.38
H -0.30 -0.01 0.19
H 0.17 -0.07 0.18
O -0.28 0.07 -0.07
H 0.10 -0.24 0.00
H 0.16 0.21 0.02
O 0.25 -0.10 -0.14
H -0.27 -0.14 -0.04
H 0.06 0.22 0.10
O 0.07 -0.17 -0.15
H -0.02 0.21 -0.14
H -0.05 -0.08 0.33
O -0.13 0.10 0.22
H 0.02 -0.25 -0.05
H 0.12 0.16 -0.16
O 0.15 -0.17 0.02
H -0.01 0.19 0.17
H -0.15 -0.02 -0.20



[2]
A cluster of 2 separate species, C2H9BN2O7S in total in a non-equilibrium geometry, computed with the ωB97M-V functional and the def2-TZVPD basis.

Values from the calculation:
E_tot (eV): -31043.8779
Molar mass (g/mol): 216.0
Kohn-Sham gap (eV): 10.478
2S+1: 1
F_max (eV/Å): 2.1

Cartesian coordinates (Å):
N 5.0334 -0.4402 1.3410
C 4.1718 -1.4578 0.7901
O 3.0657 -0.7988 0.0969
S 1.6615 -1.6703 0.3079
O 0.9845 -1.5623 -1.0005
O 0.8933 -0.6494 1.3604
B -0.5176 -0.7088 1.2380
O -1.2682 0.0575 0.3609
O -1.1733 -1.5507 2.1431
H 4.4232 0.1520 1.8879
H 5.3366 0.1336 0.5659
H 3.7997 -2.1083 1.5775
H 4.7062 -2.0375 0.0426
H -1.3577 -0.3578 -0.4915
H -1.8333 -2.0522 1.6784
C -4.1099 2.7620 -1.8897
N -3.8438 1.3691 -1.4552
O -4.7216 0.7826 -0.8717
O -2.7572 0.9163 -1.7157
H -5.1155 3.0301 -1.5883
H -3.3740 3.3990 -1.4080
H -4.0039 2.7921 -2.9699

Force components x, y, z for each atom (eV/Å):
N -0.58 -0.58 -0.29
C 0.70 0.81 -0.10
O -1.46 -1.16 0.64
S 0.08 1.20 -1.73
O 0.47 -0.14 1.87
O 0.15 -0.29 -0.98
B -1.27 -0.03 0.66
O 0.96 -0.60 1.13
O 1.61 0.39 -0.52
H 0.14 0.23 0.36
H 0.27 0.14 -0.05
H -0.07 -0.01 0.06
H 0.10 -0.11 0.04
H -0.08 0.18 -0.88
H -0.97 0.00 -0.02
C -0.17 0.25 0.00
N -0.14 0.22 0.03
O -0.39 -0.25 0.23
O 0.46 -0.16 -0.41
H 0.00 -0.06 0.02
H 0.07 -0.03 -0.08
H 0.11 0.01 0.02



[3]
The molecule C20H32ClN3O2S, computed with the ωB97M-V functional and the def2-TZVPD basis.

Values from the calculation:
E_tot (eV): -53181.9044
Molar mass (g/mol): 414.0
Kohn-Sham gap (eV): 9.413
2S+1: 1
SMILES: CCCCCCNC(=O)[C@H](c1cc(C)cc(Cl)c1)N1CCC[S@@](=N)(=O)CC1
Energy relative to the best compared isomer or geometry (same formula, charge and spin) (eV): 0.100
F_max (eV/Å): 0.1

Cartesian coordinates (Å):
C -5.6397 6.0420 0.9560
C -4.1316 5.8319 0.9945
C -3.7454 4.3616 1.0834
C -2.2383 4.1373 1.1043
C -1.8491 2.6586 1.2140
C -0.6587 2.3139 0.3358
N -0.2927 0.9158 0.4843
C 0.5211 0.2958 -0.4022
O 0.8996 0.8198 -1.4314
C 0.9620 -1.1119 0.0295
C 2.3159 -0.9512 0.6996
C 3.4088 -0.5479 -0.0559
C 4.6556 -0.3704 0.5328
C 5.8312 0.0680 -0.2973
C 4.7953 -0.6004 1.8986
C 3.7001 -0.9998 2.6437
Cl 3.8874 -1.2884 4.3490
C 2.4575 -1.1804 2.0610
N 1.0319 -2.0247 -1.0972
C 1.5234 -3.3283 -0.6500
C 1.3969 -4.4593 -1.6709
C 0.1373 -5.3068 -1.5126
S -1.3863 -4.5625 -2.0401
N -1.2320 -4.5363 -3.5536
O -2.4976 -5.2207 -1.3789
C -1.3337 -2.9076 -1.3414
C -0.1842 -2.0611 -1.9000
H -5.8961 7.0998 0.8924
H -6.0821 5.5392 0.0937
H -6.1134 5.6373 1.8528
H -3.6748 6.2692 0.1012
H -3.7058 6.3677 1.8483
H -4.1948 3.9225 1.9815
H -4.1739 3.8203 0.2328
H -1.8173 4.5516 0.1817
H -1.7891 4.7086 1.9208
H -1.6336 2.3990 2.2552
H -2.6932 2.0331 0.9068
H -0.8962 2.4884 -0.7138
H 0.1956 2.9559 0.5767
H -0.4899 0.4614 1.3603
H 0.2533 -1.4759 0.7978
H 3.2691 -0.3686 -1.1155
H 6.7262 0.1856 0.3118
H 6.0457 -0.6607 -1.0804
H 5.6235 1.0202 -0.7871
H 5.7538 -0.4697 2.3836
H 1.6193 -1.5063 2.6640
H 2.5729 -3.2038 -0.3835
H 1.0145 -3.6441 0.2804
H 1.4845 -4.0896 -2.6928
H 2.2391 -5.1363 -1.5176
H 0.1816 -6.2152 -2.1138
H -0.0241 -5.5866 -0.4701
H -2.0360 -4.1108 -4.0071
H -2.3090 -2.5025 -1.6196
H -1.3210 -3.0102 -0.2547
H -0.5179 -1.0364 -2.0426
H 0.0544 -2.4300 -2.8983

Force components x, y, z for each atom (eV/Å):
C 0.00 0.00 0.00
C 0.00 0.00 0.00
C 0.00 0.01 0.11
C 0.03 0.00 -0.12
C -0.09 -0.03 -0.07
C 0.07 0.03 0.08
N 0.00 0.00 0.00
C 0.00 0.00 0.01
O 0.00 0.00 0.00
C 0.00 0.00 0.00
C 0.00 0.00 0.00
C 0.00 0.00 0.00
C 0.00 0.00 0.00
C 0.00 0.00 0.00
C 0.00 0.00 0.00
C 0.00 0.00 0.00
Cl 0.00 0.00 0.00
C 0.00 0.00 0.00
N 0.01 -0.01 0.00
C 0.00 0.00 0.00
C 0.00 -0.01 -0.01
C -0.01 0.00 0.01
S 0.01 0.01 -0.01
N -0.01 0.01 0.03
O 0.01 -0.01 0.00
C 0.00 -0.01 -0.02
C 0.01 0.00 0.00
H 0.00 0.00 0.00
H 0.00 0.00 0.00
H 0.00 0.00 0.00
H 0.00 0.00 0.00
H 0.00 0.00 0.00
H 0.00 0.00 0.00
H 0.00 0.00 0.00
H 0.00 0.00 0.00
H 0.00 0.00 0.00
H 0.00 0.00 0.00
H 0.00 0.00 0.00
H 0.00 0.00 0.00
H 0.00 0.00 0.00
H 0.00 0.00 0.00
H 0.00 0.00 0.00
H 0.00 0.00 0.00
H 0.00 0.00 0.00
H 0.00 0.00 0.00
H 0.00 0.00 0.00
H 0.00 0.00 0.00
H 0.00 0.00 0.00
H 0.00 0.00 0.00
H 0.00 0.00 0.00
H 0.00 0.00 0.00
H 0.00 0.00 0.00
H 0.01 0.00 0.00
H 0.00 0.00 0.00
H 0.00 -0.01 -0.01
H 0.00 0.01 0.00
H 0.00 0.00 0.00
H -0.01 0.00 0.00
H 0.00 0.00 0.00